[1]
# C15H25NO2

An isolated molecule of C15H25NO2 (ωB97M-V/def2-TZVPD, the Open Molecules 2025 dataset).

```
43
Properties=species:S:1:pos:R:3:forces:R:3:nbo_charge:R:1
C -3.547 -0.306 2.305 0.031 -0.037 -0.038 -0.6388
C -3.055 0.489 1.131 -0.023 -0.204 -0.043 -0.0731
C -2.937 1.868 1.238 0.056 -0.026 -0.065 -0.2050
C -2.551 2.638 0.158 0.021 0.107 0.013 -0.2157
C -2.305 2.032 -1.060 -0.006 -0.058 0.073 -0.2069
C -2.402 0.656 -1.202 -0.081 -0.205 0.047 -0.0768
C -2.134 0.016 -2.533 -0.038 -0.064 0.066 -0.6369
C -2.745 -0.120 -0.089 -0.008 0.254 -0.080 0.3467
O -2.858 -1.491 -0.253 -0.271 0.532 -0.025 -0.5463
C -1.900 -2.306 0.397 0.432 -0.477 -0.068 -0.0515
C -0.517 -2.296 -0.265 -0.307 0.325 0.311 -0.4255
C 0.340 -1.102 0.150 0.148 -0.186 -0.344 -0.4016
C 1.697 -1.115 -0.548 -0.058 0.324 0.360 -0.3942
C 2.548 0.087 -0.151 -0.105 -0.183 -0.093 -0.2139
N 3.862 0.001 -0.769 -0.024 0.028 -0.311 -0.6431
C 4.735 1.132 -0.487 0.193 0.039 0.278 -0.2459
C 5.374 0.943 0.894 -0.218 0.242 -0.156 -0.0671
O 5.980 -0.318 0.993 0.160 -0.337 0.036 -0.7250
H -4.279 0.275 2.863 -0.029 -0.003 0.050 0.2205
H -2.729 -0.549 2.986 -0.011 -0.079 0.058 0.2164
H -4.014 -1.230 1.973 -0.019 -0.066 0.066 0.2261
H -3.168 2.341 2.182 -0.042 0.036 0.101 0.2072
H -2.463 3.710 0.259 -0.004 0.092 0.007 0.2120
H -2.033 2.631 -1.918 0.021 0.054 -0.101 0.2077
H -2.588 0.602 -3.330 0.010 0.022 -0.076 0.2195
H -1.061 -0.033 -2.721 0.083 -0.071 -0.070 0.2130
H -2.541 -0.991 -2.555 0.039 -0.031 -0.109 0.2337
H -1.796 -2.033 1.453 -0.087 -0.022 -0.025 0.1669
H -2.327 -3.312 0.336 0.057 0.107 0.109 0.1923
H -0.648 -2.303 -1.348 -0.005 -0.096 -0.072 0.2075
H -0.001 -3.217 0.016 0.016 -0.069 -0.031 0.2063
H -0.177 -0.171 -0.089 0.012 0.039 0.078 0.2120
H 0.491 -1.126 1.232 -0.031 0.051 0.068 0.1966
H 2.237 -2.029 -0.293 0.045 -0.052 -0.049 0.2037
H 1.550 -1.109 -1.631 0.009 -0.045 -0.087 0.1893
H 2.682 0.093 0.934 -0.075 0.041 0.003 0.1870
H 2.023 1.020 -0.425 0.052 -0.075 0.087 0.1640
H 3.746 -0.101 -1.772 0.067 -0.038 0.139 0.3620
H 4.210 2.100 -0.522 0.043 -0.059 -0.020 0.1689
H 5.530 1.137 -1.236 -0.030 0.041 0.031 0.2008
H 4.612 1.062 1.679 0.078 0.086 -0.059 0.1479
H 6.152 1.692 1.058 -0.113 0.019 -0.002 0.1799
H 5.384 -0.934 0.541 0.013 0.045 -0.055 0.4791
```
Forces are in eV/Å.

Charge: 0
Gap between HOMO and LUMO in eV: 9.52
Relative energy (zero: lowest compared OMol25 entry of this formula, charge and spin) in eV: 1.252
2S+1: 1
E in a.u.: -791.783420
SMILES: Cc1cccc(C)c1OCCCCCNCCO

---

[2]
# C15H26AlBBrCaF9N2O11P2

A structure of composition C15H26AlBBrCaF9N2O11P2 in a non-equilibrium geometry (ωB97M-V/def2-TZVPD, the Open Molecules 2025 dataset).

```
69
Properties=species:S:1:pos:R:3:forces:R:3:nbo_charge:R:1
C 3.413 -1.231 -1.327 -0.465 0.806 0.252 -0.6314
C 2.797 -0.093 -0.509 1.156 -0.780 0.204 -0.0907
O 1.671 0.450 -1.109 -0.620 0.079 -0.027 -0.4306
C 1.144 1.510 -0.331 1.131 0.321 -0.482 -0.0950
C 0.425 2.532 -1.178 -0.591 0.174 0.505 -0.0923
O -0.990 2.373 -1.021 -0.299 -0.217 0.354 -0.5467
C -1.659 3.616 -1.072 0.036 -0.322 0.727 -0.1011
C -3.175 3.433 -1.211 -0.119 0.608 0.604 -0.1037
O -3.574 2.097 -1.560 0.091 -0.117 0.991 -0.5338
C -4.945 1.953 -1.678 -0.070 0.206 -0.398 -0.1192
C -5.268 0.938 -0.624 -2.787 1.075 -0.607 -0.0073
C -6.750 0.458 -0.417 1.849 -1.775 1.168 -0.4551
C -6.434 -0.829 0.552 0.049 2.255 -0.672 -0.3838
C -4.918 -1.102 0.401 -0.011 -0.081 1.016 -0.3741
P -4.262 -2.858 0.496 -0.643 -1.218 -3.233 1.2723
N -3.927 -3.381 -0.934 -0.401 0.471 0.399 -1.2206
N -4.610 -0.372 -0.869 -0.175 -0.136 1.195 -0.5347
H 2.604 -1.739 -1.848 0.191 -0.308 -0.090 0.2079
H 3.957 -1.897 -0.659 -0.088 -0.168 -0.048 0.2049
H 4.135 -0.814 -2.030 -0.124 -0.083 -0.197 0.2618
H 3.577 0.672 -0.366 -0.292 0.162 0.112 0.2413
H 2.523 -0.447 0.513 0.027 0.036 -0.051 0.2079
H 2.007 2.009 0.122 -0.046 0.098 0.093 0.2091
H 0.539 1.129 0.498 -0.266 -0.046 -0.107 0.1773
H 0.685 2.499 -2.237 0.147 -0.211 -0.008 0.2356
H 0.683 3.524 -0.797 0.148 0.025 -0.038 0.1802
H -1.487 4.136 -0.117 0.145 0.192 -0.099 0.1575
H -1.289 4.183 -1.917 0.031 0.394 0.211 0.2229
H -3.665 3.709 -0.263 -0.075 -0.225 0.075 0.1511
H -3.539 4.114 -1.975 -0.063 0.042 -0.005 0.2272
H -5.536 2.858 -1.488 0.092 -0.005 0.134 0.2729
H -5.211 1.593 -2.683 0.053 -0.082 -0.013 0.2162
H -5.012 1.430 0.341 1.114 -0.594 -0.513 0.1356
H -7.339 1.248 0.082 -0.537 -0.437 -1.867 0.1434
H -7.281 0.012 -1.251 -0.107 0.867 -0.446 0.2764
H -6.559 -0.476 1.584 -0.469 -1.511 0.204 0.1503
H -7.075 -1.642 0.246 -0.127 -0.263 0.720 0.2835
H -4.364 -0.530 1.158 -0.137 0.161 -0.069 0.1918
H -5.185 -3.663 1.179 0.215 0.340 0.507 0.0460
H -3.049 -2.844 1.265 -0.353 0.372 0.502 -0.0941
H -4.113 -2.722 -1.677 0.354 -0.338 -0.398 0.3640
H -3.617 -0.331 -1.140 -0.019 0.259 -0.304 0.5066
H -5.245 -0.790 -1.553 0.943 -0.219 -0.804 0.4418
B 6.479 -3.300 2.880 1.003 -0.663 0.046 1.1488
O 5.277 -3.914 3.536 0.128 0.882 -0.487 -0.5756
C 4.252 -3.129 3.406 -0.485 -1.137 0.739 0.7133
O 3.145 -3.293 3.797 -0.152 0.279 -0.131 -0.4053
C 4.739 -1.854 2.603 0.142 0.596 -0.334 0.6971
O 4.019 -0.931 2.317 -0.999 0.066 0.168 -0.2437
O 5.980 -1.979 2.325 -0.331 -0.346 0.253 -0.5303
O 7.547 -3.089 3.836 -0.286 0.010 -0.243 -0.6665
C 8.636 -3.755 3.414 0.100 0.217 0.329 0.6747
O 9.683 -3.793 3.973 0.069 -0.044 0.019 -0.5059
C 8.270 -4.449 2.096 -0.103 -0.147 -0.384 0.6743
O 8.978 -5.132 1.432 0.068 -0.063 0.008 -0.5028
O 6.989 -4.149 1.823 -0.144 0.255 0.245 -0.6648
Ca -6.700 1.691 1.861 0.006 2.984 -0.098 1.7685
F 6.380 0.660 -2.534 0.050 0.152 1.103 -0.5941
P 5.653 2.147 -2.441 0.275 0.241 -0.337 2.5960
F 5.298 3.528 -3.277 -0.662 0.105 0.780 -0.5909
F 4.783 1.395 -3.641 -0.158 0.716 -0.171 -0.5972
F 7.154 2.794 -2.649 0.163 -0.950 -0.285 -0.5886
F 6.055 2.119 -0.830 0.472 0.289 -0.238 -0.5979
F 4.166 2.383 -1.683 -0.377 -0.597 -0.715 -0.6160
F 1.940 -1.232 2.873 0.795 0.122 -0.316 -0.3442
Al -3.636 -1.782 3.102 -1.124 -0.166 1.238 0.8855
F -6.174 -2.270 2.629 2.141 0.687 0.305 -0.8744
Br -2.166 2.777 -3.647 0.326 -0.577 -2.817 -0.5311
F -6.826 3.842 0.201 0.195 -2.719 1.824 -0.9004
```
Forces are in eV/Å.

Charge: 0
Gap between HOMO and LUMO in eV: 1.75
Relative energy (zero: lowest compared OMol25 entry of this formula, charge and spin) in eV: 0.000
2S+1: 1
E in a.u.: -6624.349198

---

[3]
# C15H26BCl18F4N

A cluster of 8 separate species, C15H26BCl18F4N in total in a non-equilibrium geometry (ωB97M-V/def2-TZVPD, the Open Molecules 2025 dataset).

```
65
Properties=species:S:1:pos:R:3:forces:R:3:nbo_charge:R:1
C -5.365 -0.040 2.321 0.343 -1.854 1.751 -0.6029
C -4.186 -0.121 1.405 0.995 -1.683 -0.603 -0.4247
C -3.548 -1.563 1.421 -0.256 1.198 1.000 -0.1933
N -2.228 -1.643 0.740 0.436 0.813 -0.739 -0.2270
C -1.487 -2.811 1.290 -0.035 -1.346 0.868 -0.2189
C -0.265 -3.160 0.467 0.524 -0.982 -0.206 -0.4433
C -0.608 -3.424 -1.037 -1.487 -0.130 2.810 -0.3897
C -1.203 -2.140 -1.568 -1.185 -1.558 -0.385 -0.4381
C -2.424 -1.734 -0.747 -0.145 0.498 -0.902 -0.2153
C -1.406 -0.431 1.073 1.100 -0.313 -0.661 -0.4431
H -4.984 -0.502 3.307 -0.859 0.813 -1.121 0.1998
H -6.210 -0.690 1.999 0.363 0.813 0.155 0.2151
H -5.617 0.990 2.526 -0.494 0.102 -0.082 0.2335
H -3.422 0.550 1.748 0.100 0.462 0.075 0.2248
H -4.404 0.113 0.373 -0.256 0.307 -0.314 0.2102
H -4.197 -2.288 0.938 -0.081 -0.179 0.234 0.2179
H -3.287 -1.855 2.463 -0.695 0.168 -0.538 0.2125
H -2.189 -3.693 1.443 0.628 1.095 -0.584 0.2214
H -1.171 -2.513 2.310 -0.238 -0.112 -0.462 0.2273
H 0.185 -4.072 0.907 -0.339 0.339 -0.125 0.2346
H 0.510 -2.398 0.600 -0.223 -0.055 -0.330 0.2530
H -1.348 -4.263 -0.997 0.526 0.460 -0.503 0.1852
H 0.281 -3.718 -1.517 0.938 -0.383 -0.909 0.2362
H -1.646 -2.355 -2.559 0.547 0.557 0.132 0.2252
H -0.383 -1.479 -1.581 0.432 1.412 -0.371 0.2713
H -3.152 -2.528 -0.908 -0.245 0.029 0.138 0.2053
H -2.856 -0.766 -1.133 0.436 -0.923 0.693 0.2416
H -1.617 0.423 0.432 -0.038 -0.268 -0.062 0.2571
H -0.332 -0.658 1.074 -0.534 -0.026 -0.606 0.2752
H -1.616 -0.206 2.072 -0.425 0.558 1.537 0.2124
B 1.447 0.685 -0.671 0.488 -1.390 -0.362 1.3509
F 1.339 -0.796 -0.678 0.175 1.213 0.629 -0.6098
F 2.800 1.024 -0.570 -0.030 -0.017 -0.014 -0.5701
F 0.904 1.056 -1.884 -0.175 0.567 -0.698 -0.5711
F 0.731 1.240 0.365 -0.268 0.162 0.572 -0.5673
C -1.391 3.118 -2.672 1.013 -1.561 0.521 -0.3044
Cl -1.110 4.803 -2.830 -0.196 0.789 0.011 0.0613
Cl -1.930 2.374 -4.179 -0.534 0.095 0.150 0.0158
Cl -2.399 2.741 -1.218 -0.077 0.104 -0.613 -0.0414
H -0.453 2.583 -2.470 -0.275 0.547 0.084 0.2691
C 3.875 -0.877 1.958 0.201 -1.208 -0.332 -0.2753
Cl 3.257 -2.470 1.368 0.032 0.568 0.477 -0.0305
Cl 5.385 -1.262 2.831 -0.427 0.661 -0.207 0.0143
Cl 2.679 -0.058 2.882 -0.527 0.271 0.889 0.0432
H 4.007 -0.235 1.104 0.668 -0.133 -0.370 0.2538
C -0.575 3.340 2.772 0.115 -1.903 0.882 -0.2792
Cl -0.623 5.027 2.660 0.190 1.066 -0.018 0.0919
Cl -2.238 2.670 2.924 0.237 0.106 -0.152 -0.0395
Cl 0.401 2.689 4.153 -0.279 0.516 -0.187 -0.0185
H -0.084 2.861 1.945 -0.168 0.148 -0.653 0.2539
C 2.872 2.438 -4.041 0.677 0.462 -0.509 -0.2790
Cl 2.655 1.597 -5.588 -0.033 -0.006 0.476 0.0123
Cl 1.865 3.851 -3.942 -0.344 0.755 -0.246 0.0131
Cl 4.584 2.863 -3.803 -0.234 -0.124 -0.015 0.0016
H 2.544 1.892 -3.196 0.006 -1.242 0.377 0.2496
C 4.426 3.785 0.500 -0.813 -0.607 0.781 -0.2893
Cl 4.548 3.119 2.184 0.007 0.606 -0.409 -0.0286
Cl 5.967 3.970 -0.226 0.880 -0.045 -0.301 0.0525
Cl 3.524 5.299 0.386 -0.093 -0.175 0.322 0.0139
H 3.860 3.000 0.022 -0.063 0.104 -0.458 0.2514
C 3.395 -2.637 -1.764 0.495 0.167 0.952 -0.3075
Cl 3.604 -4.303 -1.179 -0.065 -0.112 -0.519 -0.0107
Cl 2.557 -2.517 -3.267 -0.065 -0.115 -0.665 0.0425
Cl 4.937 -1.766 -1.714 0.078 -0.128 -0.384 0.0059
H 2.814 -2.128 -1.024 -0.431 0.045 0.099 0.2618
```
Forces are in eV/Å.

Charge: 0
Gap between HOMO and LUMO in eV: 10.47
2S+1: 1
E in a.u.: -9349.864226

---

What did the first record say?
# C15H25NO2

An isolated molecule of C15H25NO2 (ωB97M-V/def2-TZVPD, the Open Molecules 2025 dataset).

```
43
Properties=species:S:1:pos:R:3:forces:R:3:nbo_charge:R:1
C -3.547 -0.306 2.305 0.031 -0.037 -0.038 -0.6388
C -3.055 0.489 1.131 -0.023 -0.204 -0.043 -0.0731
C -2.937 1.868 1.238 0.056 -0.026 -0.065 -0.2050
C -2.551 2.638 0.158 0.021 0.107 0.013 -0.2157
C -2.305 2.032 -1.060 -0.006 -0.058 0.073 -0.2069
C -2.402 0.656 -1.202 -0.081 -0.205 0.047 -0.0768
C -2.134 0.016 -2.533 -0.038 -0.064 0.066 -0.6369
C -2.745 -0.120 -0.089 -0.008 0.254 -0.080 0.3467
O -2.858 -1.491 -0.253 -0.271 0.532 -0.025 -0.5463
C -1.900 -2.306 0.397 0.432 -0.477 -0.068 -0.0515
C -0.517 -2.296 -0.265 -0.307 0.325 0.311 -0.4255
C 0.340 -1.102 0.150 0.148 -0.186 -0.344 -0.4016
C 1.697 -1.115 -0.548 -0.058 0.324 0.360 -0.3942
C 2.548 0.087 -0.151 -0.105 -0.183 -0.093 -0.2139
N 3.862 0.001 -0.769 -0.024 0.028 -0.311 -0.6431
C 4.735 1.132 -0.487 0.193 0.039 0.278 -0.2459
C 5.374 0.943 0.894 -0.218 0.242 -0.156 -0.0671
O 5.980 -0.318 0.993 0.160 -0.337 0.036 -0.7250
H -4.279 0.275 2.863 -0.029 -0.003 0.050 0.2205
H -2.729 -0.549 2.986 -0.011 -0.079 0.058 0.2164
H -4.014 -1.230 1.973 -0.019 -0.066 0.066 0.2261
H -3.168 2.341 2.182 -0.042 0.036 0.101 0.2072
H -2.463 3.710 0.259 -0.004 0.092 0.007 0.2120
H -2.033 2.631 -1.918 0.021 0.054 -0.101 0.2077
H -2.588 0.602 -3.330 0.010 0.022 -0.076 0.2195
H -1.061 -0.033 -2.721 0.083 -0.071 -0.070 0.2130
H -2.541 -0.991 -2.555 0.039 -0.031 -0.109 0.2337
H -1.796 -2.033 1.453 -0.087 -0.022 -0.025 0.1669
H -2.327 -3.312 0.336 0.057 0.107 0.109 0.1923
H -0.648 -2.303 -1.348 -0.005 -0.096 -0.072 0.2075
H -0.001 -3.217 0.016 0.016 -0.069 -0.031 0.2063
H -0.177 -0.171 -0.089 0.012 0.039 0.078 0.2120
H 0.491 -1.126 1.232 -0.031 0.051 0.068 0.1966
H 2.237 -2.029 -0.293 0.045 -0.052 -0.049 0.2037
H 1.550 -1.109 -1.631 0.009 -0.045 -0.087 0.1893
H 2.682 0.093 0.934 -0.075 0.041 0.003 0.1870
H 2.023 1.020 -0.425 0.052 -0.075 0.087 0.1640
H 3.746 -0.101 -1.772 0.067 -0.038 0.139 0.3620
H 4.210 2.100 -0.522 0.043 -0.059 -0.020 0.1689
H 5.530 1.137 -1.236 -0.030 0.041 0.031 0.2008
H 4.612 1.062 1.679 0.078 0.086 -0.059 0.1479
H 6.152 1.692 1.058 -0.113 0.019 -0.002 0.1799
H 5.384 -0.934 0.541 0.013 0.045 -0.055 0.4791
```
Forces are in eV/Å.

Charge: 0
Gap between HOMO and LUMO in eV: 9.52
Relative energy (zero: lowest compared OMol25 entry of this formula, charge and spin) in eV: 1.252
2S+1: 1
E in a.u.: -791.783420
SMILES: Cc1cccc(C)c1OCCCCCNCCO